C13H21N4NiO8S3 | ωB97M-V/def2-TZVPD

Structure (ORCA input):
```
! wB97M-V def2-TZVPD RIJCOSX def2/J DEFGRID3
* xyz -1 3
Ni 1.80 0.22 -1.58
N 2.29 0.65 0.33
C 1.10 1.25 0.95
C 1.40 1.88 2.31
C 2.12 0.91 3.26
C 1.34 -0.29 3.81
N 0.77 -1.26 2.88
C 1.48 -1.97 1.94
N 2.81 -2.17 2.20
N 0.88 -2.43 0.89
C 0.40 2.15 -0.08
O -0.42 2.97 0.33
O 0.69 1.92 -1.30
H 2.59 -0.22 0.75
H 3.10 1.26 0.32
H 0.39 0.43 1.10
H 0.46 2.22 2.75
H 2.02 2.77 2.18
H 2.46 1.46 4.14
H 3.04 0.56 2.77
H 0.49 0.09 4.38
H 1.98 -0.81 4.53
H -0.19 -1.15 2.63
H 3.23 -1.66 2.96
H 3.43 -2.22 1.39
H 0.21 -1.57 -0.22
H 1.53 -2.98 0.33
O 2.62 -1.67 -1.41
S 4.09 -1.31 -1.44
O 4.54 -1.13 -0.06
O 4.87 -2.26 -2.20
S 3.96 0.53 -2.41
C -6.04 1.57 -2.03
C -4.71 0.88 -2.11
C -4.64 -0.50 -2.27
C -3.41 -1.15 -2.31
C -2.25 -0.40 -2.20
C -2.29 0.98 -2.06
C -3.53 1.61 -2.01
S -0.71 -1.24 -2.28
O -0.96 -2.64 -2.29
O 0.11 -0.63 -3.29
O -0.01 -0.83 -0.93
H -6.79 1.06 -2.64
H -5.97 2.61 -2.36
H -6.41 1.58 -1.00
H -5.55 -1.08 -2.37
H -3.34 -2.22 -2.42
H -1.37 1.56 -1.98
H -3.56 2.68 -1.88
*
```

DFT total energy = -109716.9893 eV
E_LUMO (alpha / beta) = 2.49 / 2.49 eV
Energy above the lowest of the compared OMol25 structures with the same formula, charge and spin = 2.0 kcal/mol

C39H35NO7 | ωB97M-V/def2-TZVPD

Structure (ORCA input):
```
! wB97M-V def2-TZVPD RIJCOSX def2/J DEFGRID3
* xyz 0 1
C 2.60 -3.11 1.13
C 1.16 -3.44 0.82
O 0.31 -3.35 1.69
N 0.86 -3.79 -0.51
C -0.58 -3.81 -0.80
C 1.54 -5.01 -0.96
C 1.59 -5.18 -2.48
C 2.73 -4.46 -3.23
C 3.08 -3.03 -2.79
C 2.33 -1.92 -3.54
C 2.53 -0.53 -2.94
C 1.33 -0.37 -2.01
O 0.30 -1.18 -2.60
C 0.82 -2.05 -3.50
O 0.12 -2.79 -4.14
H 3.09 -2.61 0.30
H 3.15 -4.03 1.37
H 2.62 -2.47 2.01
H -0.76 -3.37 -1.79
H -0.98 -4.82 -0.79
H -1.11 -3.21 -0.07
H 1.00 -5.87 -0.53
H 2.55 -5.05 -0.53
H 1.73 -6.25 -2.66
H 0.62 -4.94 -2.91
H 3.64 -5.07 -3.14
H 2.45 -4.43 -4.28
H 4.14 -2.86 -2.99
H 2.94 -2.89 -1.72
H 2.61 -1.92 -4.60
H 2.46 0.25 -3.70
H 3.50 -0.36 -2.46
H 1.49 -0.68 -0.97
H 0.96 0.66 -1.99
O -2.34 -0.46 3.23
C -3.22 -0.93 3.91
C -4.16 -0.05 4.67
C -4.02 1.33 4.57
C -4.89 2.16 5.25
C -5.90 1.62 6.03
C -6.04 0.25 6.15
C -5.17 -0.59 5.47
C -5.32 -2.07 5.62
O -6.17 -2.53 6.35
C -4.41 -2.95 4.85
C -4.55 -4.32 4.94
C -3.72 -5.16 4.21
C -2.74 -4.62 3.39
C -2.58 -3.25 3.29
C -3.41 -2.41 4.02
H -3.23 1.73 3.95
H -4.78 3.24 5.16
H -6.59 2.28 6.55
H -6.82 -0.18 6.76
H -5.32 -4.73 5.59
H -3.84 -6.23 4.29
H -2.10 -5.27 2.81
H -1.82 -2.83 2.65
O 1.43 8.46 -2.33
C 1.65 7.27 -2.34
C 0.63 6.29 -2.80
C -0.60 6.77 -3.25
C -1.56 5.88 -3.70
C -1.30 4.51 -3.71
C -0.08 4.04 -3.26
C 0.88 4.92 -2.80
C 2.18 4.38 -2.29
O 2.38 3.19 -2.25
C 3.21 5.36 -1.85
C 4.44 4.89 -1.41
C 5.43 5.78 -1.02
C 5.19 7.15 -1.07
C 3.96 7.62 -1.50
C 2.97 6.73 -1.89
H -0.79 7.83 -3.24
H -2.51 6.25 -4.05
H -2.05 3.82 -4.07
H 0.13 2.97 -3.25
H 4.62 3.82 -1.39
H 6.39 5.41 -0.68
H 5.96 7.84 -0.76
H 3.76 8.69 -1.53
*
```

DFT total energy = -56835.2896 eV
E_LUMO = -1.14 eV

C7H15N | ωB97M-V/def2-TZVPD

Structure (ORCA input):
```
! wB97M-V def2-TZVPD RIJCOSX def2/J DEFGRID3
* xyz 0 1
C -0.56 -0.39 -3.04
C -0.52 -1.62 -2.03
C 0.70 -1.71 -1.17
C 0.38 -1.42 0.31
C 0.07 -0.17 0.68
N -0.28 0.18 1.97
C -0.47 1.61 2.27
C 0.82 2.37 2.25
H -1.47 0.13 -2.73
H 0.19 0.33 -2.71
H -0.30 -0.64 -4.06
H -1.46 -1.53 -1.46
H -0.79 -2.43 -2.73
H 1.12 -2.72 -1.32
H 1.47 -0.99 -1.48
H 0.53 -2.27 0.97
H -0.10 0.56 -0.11
H -0.60 -0.57 2.54
H -1.46 1.89 1.88
H -0.78 1.55 3.33
H 0.73 3.44 2.46
H 1.26 2.44 1.25
H 1.52 1.94 2.93
*
```

DFT total energy = -8990.4132 eV
E_LUMO = 1.13 eV
Energy above the lowest of the compared OMol25 structures with the same formula, charge and spin = 47.9 kcal/mol

C2H10NO | ωB97M-V/def2-TZVPD

Structure (ORCA input):
```
! wB97M-V def2-TZVPD RIJCOSX def2/J DEFGRID3
* xyz 2 2
N 1.99 0.31 -1.18
H 2.79 0.01 -0.64
H 1.17 0.87 -0.80
H 1.45 -0.52 -1.54
H 2.49 0.76 -1.94
C -0.82 -0.19 -0.09
O -0.63 1.19 -0.01
C -1.23 -0.66 1.38
H 0.03 -0.80 -0.34
H -1.68 -0.22 -0.77
H -1.35 1.61 0.67
H -2.19 -0.17 1.62
H -0.50 -0.45 2.18
H -1.53 -1.74 1.46
*
```

DFT total energy = -5751.1438 eV
E_LUMO (alpha / beta) = -8.30 / -14.79 eV
Energy above the lowest of the compared OMol25 structures with the same formula, charge and spin = 23.4 kcal/mol

C20H42Br2N2O5P2SV | ωB97M-V/def2-TZVPD

Structure (ORCA input):
```
! wB97M-V def2-TZVPD RIJCOSX def2/J DEFGRID3
* xyz 1 1
C -1.36 1.92 -4.79
C -1.55 1.92 -3.12
P -0.93 0.24 -2.51
C -2.01 -1.00 -3.57
C -1.21 -0.07 -0.60
C -2.80 -0.21 -0.22
Br -4.36 0.34 -1.42
C -3.33 -0.81 1.07
C -4.97 -0.93 1.41
Br -2.17 -1.56 2.50
N -0.35 -1.26 -0.36
C 1.09 -1.15 -0.74
C -0.92 -2.60 -0.63
C 0.01 -3.71 -1.43
C 0.16 -3.52 -3.04
C -1.11 -4.27 -3.85
N -0.81 -4.00 -5.34
C -0.70 1.36 0.11
S -2.15 2.61 0.22
C -0.32 1.29 1.69
C 0.83 0.28 2.21
C 0.95 0.49 3.86
C 2.32 1.30 4.30
C 2.44 1.16 5.94
O 3.45 0.15 6.35
C 2.93 -0.75 7.40
O 0.37 2.03 -0.60
C 0.50 3.45 -0.46
P 2.34 3.88 -0.97
O 2.41 3.54 -2.55
H -2.45 1.83 -5.26
H -0.94 2.98 -5.13
H -0.69 1.04 -5.17
H -0.93 2.84 -2.76
H -2.68 2.16 -2.95
H -2.80 -0.38 -4.22
H -1.35 -1.56 -4.40
H -2.66 -1.72 -2.92
H -5.51 0.12 1.28
H -5.47 -1.78 0.76
H -5.15 -1.23 2.55
H 1.65 -0.16 -0.42
H 1.38 -1.33 -1.86
H 1.68 -1.98 -0.11
H -1.98 -2.67 -1.11
H -1.04 -3.15 0.43
H 1.06 -3.91 -0.91
H -0.58 -4.74 -1.28
H 0.37 -2.44 -3.43
H 1.11 -4.17 -3.36
H -0.96 -5.43 -3.71
H -2.16 -3.86 -3.53
H 0.18 -4.33 -5.56
H -1.50 -4.50 -5.95
H -2.22 3.42 -0.91
H -1.36 1.20 2.28
H 0.05 2.37 2.05
H 0.65 -0.86 2.05
H 1.90 0.56 1.76
H 0.95 -0.57 4.40
H 0.00 1.06 4.27
H 3.27 0.86 3.78
H 2.21 2.44 4.06
H 1.40 0.86 6.45
H 2.76 2.19 6.44
H 3.68 -1.64 7.66
H 1.93 -1.28 7.05
H 2.74 -0.19 8.44
H -0.15 4.13 -1.19
H 0.38 3.93 0.60
H 2.56 5.32 -0.77
H 3.26 3.05 -0.24
O 5.00 4.65 -0.93
V 6.22 3.79 0.00
O 7.44 2.93 0.93
*
```

DFT total energy = -229796.6757 eV
E_LUMO = -8.37 eV
Energy above the lowest of the compared OMol25 structures with the same formula, charge and spin = 255.8 kcal/mol

C19H35F3IN2O6Si | ωB97M-V/def2-TZVPD

Structure (ORCA input):
```
! wB97M-V def2-TZVPD RIJCOSX def2/J DEFGRID3
* xyz 1 1
C 1.60 -3.15 2.65
C 2.23 -2.02 1.93
C 3.53 -1.83 1.63
I 5.13 -3.03 2.10
N 3.62 -0.64 0.97
C 4.84 0.01 0.45
O 4.74 1.40 0.53
C 5.02 1.94 1.76
F 4.11 1.58 2.66
F 4.99 3.25 1.63
F 6.21 1.57 2.20
C 2.41 -0.10 0.85
N 1.57 -0.94 1.44
C 0.13 -0.63 1.50
C -0.60 -0.97 0.20
O -1.92 -1.36 0.40
Si -3.01 -0.20 1.02
C -2.89 -0.03 2.90
C -2.69 1.50 0.27
C -4.78 -0.69 0.68
H 2.32 -3.54 3.36
H 1.32 -3.96 1.99
H 0.73 -2.84 3.22
H 4.92 -0.24 -0.60
H 5.69 -0.40 0.98
H 2.15 0.83 0.39
H -0.32 -1.20 2.30
H 0.03 0.42 1.77
H -0.51 -0.17 -0.54
H -0.08 -1.83 -0.23
H -3.74 0.54 3.24
H -2.86 -1.02 3.35
H -1.97 0.48 3.18
H -3.08 1.50 -0.74
H -1.63 1.73 0.21
H -3.22 2.23 0.87
H -5.37 -0.07 1.36
H -5.09 -0.48 -0.34
H -4.98 -1.72 0.98
O 7.33 -1.54 -0.70
C 7.06 -1.62 -1.87
O 5.79 -1.91 -2.22
C 5.31 -1.87 -3.57
C 5.59 -3.17 -4.30
C 8.11 -1.47 -2.94
H 5.72 -1.01 -4.09
H 4.24 -1.72 -3.49
H 6.66 -3.36 -4.39
H 5.17 -3.13 -5.31
H 5.15 -4.01 -3.77
H 8.60 -2.43 -3.08
H 8.84 -0.74 -2.60
H 7.72 -1.13 -3.90
O -5.96 2.08 1.33
C -6.83 2.35 0.54
O -6.53 3.10 -0.53
C -7.44 3.34 -1.61
C -8.36 4.51 -1.32
C -8.27 1.94 0.78
H -7.99 2.43 -1.85
H -6.81 3.56 -2.46
H -9.00 4.32 -0.45
H -9.00 4.71 -2.18
H -7.78 5.40 -1.10
H -8.74 2.67 1.44
H -8.26 0.97 1.28
H -8.86 1.83 -0.12
*
```

DFT total energy = -59663.4165 eV
E_LUMO = -2.48 eV

BrNO3 | ωB97M-V/def2-TZVPD

Structure (ORCA input):
```
! wB97M-V def2-TZVPD RIJCOSX def2/J DEFGRID3
* xyz 0 1
N 0.14 -0.16 0.75
O 1.32 -0.19 0.91
O -0.90 -0.15 1.23
O -0.43 0.35 -1.28
Br 0.65 0.42 -2.63
*
```

DFT total energy = -77668.1508 eV
E_LUMO (alpha / beta) = -1.03 / -2.02 eV
Energy above the lowest of the compared OMol25 structures with the same formula, charge and spin = 28.9 kcal/mol

C38H102FeN7O12 | ωB97M-V/def2-TZVPD

Structure (ORCA input):
```
! wB97M-V def2-TZVPD RIJCOSX def2/J DEFGRID3
* xyz 1 5
Fe 2.89 1.46 -0.08
C 0.23 0.42 -3.18
C -0.74 0.14 -2.06
C -1.54 -1.11 -2.42
C -2.27 -1.67 -1.22
C -1.39 -2.04 0.00
C -0.57 -0.77 0.37
N 0.04 -0.13 -0.82
O 0.89 0.77 -0.45
C 0.50 -1.29 1.34
C -1.42 0.20 1.20
C -1.66 1.35 -1.87
H -0.21 0.42 -4.18
H 1.08 -0.27 -3.19
H 0.79 1.36 -3.13
H -0.87 -1.82 -2.91
H -2.32 -0.82 -3.13
H -2.94 -2.51 -1.37
H -3.00 -0.91 -0.92
H -0.75 -2.89 -0.24
H -2.15 -2.25 0.76
H 0.18 -1.89 2.20
H 1.00 -0.50 1.92
H 1.29 -1.91 0.91
H -1.71 -0.28 2.14
H -2.32 0.56 0.71
H -0.82 1.05 1.54
H -1.11 2.15 -1.39
H -2.53 1.10 -1.26
H -2.04 1.63 -2.86
C -1.34 4.64 -4.07
O -0.11 5.34 -3.81
H -1.39 3.77 -3.43
H -2.25 5.25 -4.04
H -1.21 4.22 -5.08
H -0.04 5.94 -4.56
C -4.95 -2.34 -3.84
O -5.35 -2.85 -5.08
H -3.92 -2.03 -3.98
H -5.47 -1.41 -3.59
H -4.93 -2.99 -2.96
H -6.27 -3.12 -5.11
C -1.01 5.75 -0.79
O 0.32 6.18 -0.85
H -1.25 4.91 -1.47
H -1.22 5.45 0.23
H -1.77 6.43 -1.19
H 0.49 6.46 -1.75
C 3.12 3.55 -6.10
C 3.19 3.96 -4.61
C 3.29 5.45 -4.35
O 4.61 5.86 -4.59
C 4.87 7.15 -4.07
N 2.02 3.43 -3.90
H 2.37 4.18 -6.58
H 2.79 2.52 -6.28
H 4.08 3.63 -6.60
H 4.08 3.61 -4.08
H 2.87 5.74 -3.37
H 2.65 6.07 -5.01
H 4.38 7.91 -4.69
H 5.93 7.39 -4.12
H 4.58 7.27 -3.03
H 1.57 2.62 -4.31
H 1.29 4.14 -3.77
C 4.59 -0.11 8.45
C 3.66 0.71 7.56
C 3.68 0.24 6.13
O 3.27 -1.12 6.08
C 3.07 -1.58 4.77
N 2.31 0.57 8.07
H 5.61 -0.27 8.06
H 4.28 -1.14 8.58
H 4.67 0.47 9.37
H 3.93 1.76 7.61
H 4.69 0.29 5.69
H 3.05 0.88 5.49
H 3.95 -1.54 4.11
H 2.24 -1.01 4.35
H 2.84 -2.65 4.81
H 2.18 0.91 9.01
H 1.97 -0.38 8.02
C -3.78 1.67 -5.96
C -3.29 2.08 -7.32
C -1.90 1.56 -7.76
O -1.59 2.19 -8.99
C -0.27 1.96 -9.47
N -4.30 1.84 -8.36
H -4.14 0.63 -5.97
H -4.73 2.19 -5.82
H -3.08 1.77 -5.14
H -3.30 3.18 -7.32
H -1.82 0.47 -7.88
H -1.21 1.85 -6.96
H 0.19 2.93 -9.64
H -0.31 1.31 -10.34
H 0.32 1.46 -8.69
H -4.32 0.82 -8.51
H -3.83 2.11 -9.23
C 4.89 -4.34 3.27
C 4.02 -4.06 2.05
C 2.73 -4.91 1.97
O 1.93 -4.54 3.06
C 0.62 -5.05 3.14
N 3.73 -2.66 1.79
H 4.53 -5.18 3.87
H 4.98 -3.50 3.97
H 5.92 -4.60 3.01
H 4.64 -4.39 1.21
H 2.99 -5.97 1.95
H 2.32 -4.64 0.99
H 0.56 -5.99 2.57
H -0.23 -4.50 2.72
H 0.44 -5.29 4.19
H 3.24 -2.18 2.53
H 3.24 -2.54 0.92
C -4.67 -3.60 1.70
C -4.65 -4.77 2.67
C -5.05 -4.46 4.13
O -4.76 -5.62 4.84
C -5.26 -5.66 6.15
N -5.51 -5.83 2.10
H -5.63 -3.08 1.68
H -4.39 -3.82 0.67
H -3.97 -2.86 2.11
H -3.62 -5.13 2.79
H -6.12 -4.23 4.05
H -4.48 -3.58 4.43
H -5.12 -4.74 6.75
H -4.67 -6.38 6.71
H -6.35 -5.73 6.15
H -5.46 -6.64 2.71
H -5.04 -6.10 1.23
C -0.90 -1.57 5.57
C -0.49 -0.14 5.86
C -0.82 0.81 4.74
O -0.43 2.11 5.11
C -0.78 3.07 4.16
N -0.90 0.32 7.21
H -0.97 -1.78 4.49
H -1.89 -1.86 5.91
H -0.09 -2.23 5.89
H 0.60 -0.08 5.96
H -1.86 0.66 4.41
H -0.25 0.51 3.85
H -1.86 3.16 4.01
H -0.39 2.84 3.16
H -0.39 4.06 4.38
H -1.81 0.75 7.15
H -0.97 -0.54 7.75
C 3.80 -0.02 -2.49
C 3.56 -1.08 -1.45
O 3.92 -0.43 -0.20
O 3.36 1.30 -2.18
H 3.32 -0.48 -3.37
H 4.87 0.05 -2.71
H 4.22 -1.93 -1.61
H 2.53 -1.41 -1.33
H 4.59 -0.95 0.27
H 3.08 1.78 -2.98
*
```

DFT total energy = -110432.8814 eV
E_LUMO (alpha / beta) = -3.03 / -3.29 eV

Repeat the seventh record exactly.
BrNO3 | ωB97M-V/def2-TZVPD

Structure (ORCA input):
```
! wB97M-V def2-TZVPD RIJCOSX def2/J DEFGRID3
* xyz 0 1
N 0.14 -0.16 0.75
O 1.32 -0.19 0.91
O -0.90 -0.15 1.23
O -0.43 0.35 -1.28
Br 0.65 0.42 -2.63
*
```

DFT total energy = -77668.1508 eV
E_LUMO (alpha / beta) = -1.03 / -2.02 eV
Energy above the lowest of the compared OMol25 structures with the same formula, charge and spin = 28.9 kcal/mol

Among the records above, which one has the lowest DFT total energy? C20H42Br2N2O5P2SV